i | 10
Properties=species:S:1:pos:R:3:lowdin_charge:R:1 method="wB97M-V/def2-TZVPD" smiles=N#C[C@@H]1C[C@H]1F orbital_gap_ev=11.214 spin_multiplicity=1 lumo_ev=0.85
N -0.220 0.599 3.157 0.14
C 0.200 0.370 2.096 -0.22
C 0.669 -0.065 0.802 -0.14
C -0.001 0.400 -0.556 -0.06
C -0.453 -0.903 -0.050 -0.31
F -0.077 -2.022 -0.640 0.05
H 1.630 -0.423 0.826 0.10
H -0.945 1.133 -0.450 0.16
H 0.590 0.590 -1.470 0.11
H -1.551 -0.895 0.304 0.18


ii | 10
Properties=species:S:1:pos:R:3:lowdin_charge:R:1 method="wB97M-V/def2-TZVPD" smiles="C=C[C@@H](F)C#N" orbital_gap_ev=11.467 spin_multiplicity=1 lumo_ev=0.66
C -0.848 1.233 -0.457 0.03
C -0.113 0.172 -0.777 -0.11
C 0.223 -0.961 0.162 -0.37
F 0.475 -2.041 -0.579 0.04
C 1.327 -0.645 1.170 -0.12
N 1.904 -0.111 2.013 0.15
H -1.375 1.434 0.483 0.07
H -1.301 1.977 -1.160 0.08
H 0.409 -0.002 -1.651 0.09
H -0.701 -1.057 0.797 0.16


Question: of the structures shown, which is the least stable? Reply: i.